*A*
12
Properties=species:S:1:pos:R:3 method="wB97M-V/def2-TZVPD" charge=0 orbital_gap_ha=0.416 smiles="C=C.C=C" e_homo_ha=-0.3729
C 0.68 -1.84 1.28
C 1.95 -2.20 1.33
H 0.30 -1.70 0.28
H 0.10 -1.82 2.18
H 2.55 -2.17 0.43
H 2.46 -2.46 2.24
C -0.67 2.08 -1.43
C -1.97 1.96 -1.14
H -0.40 2.53 -2.38
H 0.14 1.74 -0.79
H -2.77 2.21 -1.80
H -2.11 1.56 -0.14

---

*B*
12
Properties=species:S:1:pos:R:3 method="wB97M-V/def2-TZVPD" charge=0 orbital_gap_ha=0.384 smiles="C/C=C/C" e_homo_ha=-0.3344
C 0.01 -1.91 -0.38
C 0.22 -0.40 -0.46
C -0.20 0.43 0.48
C 0.01 1.93 0.38
H -1.03 -2.22 -0.56
H 0.75 -2.45 -0.96
H 0.19 -2.24 0.65
H 0.74 -0.14 -1.38
H -0.90 0.07 1.22
H -0.64 2.28 -0.39
H -0.20 2.50 1.29
H 1.05 2.15 0.11

---

*C*
12
Properties=species:S:1:pos:R:3 method="wB97M-V/def2-TZVPD" charge=0 orbital_gap_ha=0.414 smiles="C=C.C=C" e_homo_ha=-0.3729
C -2.54 -2.41 -0.58
C -1.20 -2.24 -0.67
H -2.99 -2.15 0.37
H -3.17 -2.68 -1.51
H -0.50 -2.06 0.40
H -0.49 -2.46 -1.36
C 2.38 2.28 0.98
C 1.23 2.38 0.33
H 3.12 1.51 0.56
H 2.75 3.01 1.59
H 0.95 1.60 -0.37
H 0.47 3.21 0.26

---

*B* comes first in stability; the runner-up is 116.1 kJ/mol higher.

---

*A*
12
Properties=species:S:1:pos:R:3 method="wB97M-V/def2-TZVPD" charge=0 orbital_gap_ha="0.323 / 0.317" e_homo_ha="-0.3142 / -0.3070"
C -0.68 -1.01 0.17
C -1.56 0.06 0.86
C 0.14 -0.18 -0.81
C 1.40 0.40 -0.30
H 0.09 -1.51 0.86
H -1.18 -1.78 -0.41
H -2.59 0.27 0.59
H -0.99 0.97 1.08
H -0.51 0.58 -1.14
H 2.02 -0.37 0.11
H 1.31 1.22 0.55
H 1.96 0.90 -1.20

---

*B*
12
Properties=species:S:1:pos:R:3 method="wB97M-V/def2-TZVPD" charge=0 orbital_gap_ha=0.262 e_homo_ha=-0.2189
C -0.35 1.15 -0.90
C 0.30 0.28 0.83
C 0.37 -1.15 0.90
C -0.32 -0.28 -0.82
H 0.48 1.70 -1.31
H -1.25 1.70 -0.64
H 1.24 0.82 0.80
H -0.46 0.77 1.43
H 1.28 -1.68 0.63
H -0.46 -1.73 1.28
H 0.42 -0.79 -1.43
H -1.27 -0.80 -0.77

---

*A* comes first in stability; the runner-up is 96.8 kJ/mol higher.